{"formula": "C4H3BeLiO2", "method": "ωB97M-V with the def2-TZVPD basis set", "e_above_lowest_kj_mol": 3.39, "charge": 2, "e_tot_ha": -326.13819, "elements": ["Be", "O", "C", "H", "H", "C", "C", "C", "O", "Li", "H"], "coordinates": [[-1.21900, -2.26365, -0.65679], [-0.42472, -1.45326, -0.88677], [0.02700, -0.68325, 0.15397], [-1.92386, 0.31341, 0.72794], [0.76502, -1.19513, 0.78857], [-0.05827, 1.48599, 0.76012], [-0.83070, 0.30558, 0.76669], [1.01896, 1.03595, -0.01136], [1.70332, 1.20939, -0.97758], [0.94666, -1.04073, -2.16253], [-0.00442, 2.28570, 1.49774]], "forces_ev_per_a": [[-12.2591, -12.4655, 3.4210], [10.2994, 9.5489, -5.7409], [2.1327, 2.5766, 3.9243], [0.1949, -0.0550, 0.6566], [-0.3661, 0.0382, -0.2933], [-0.1457, -1.1745, 2.8149], [0.1718, 1.5268, -2.1720], [0.7126, -0.3775, -3.9911], [-1.0087, -0.5218, 2.2741], [0.6992, 0.6291, -0.4160], [-0.4310, 0.2748, -0.4774]], "lowdin_charge": [0.972, -0.216, -0.234, 0.143, 0.165, 0.080, 0.033, -0.157, 0.163, 0.897, 0.153]}